No. 1
Below is a molecular structure, C19H37CeN2P in a non-equilibrium geometry, with properties calculated with ωB97M-V/def2-TZVPD.

```
60
Properties=species:S:1:pos:R:3:lowdin_charge:R:1
C -0.3852 0.9389 -2.1388 -0.219
C 1.0388 1.0883 -1.8902 -0.195
C 1.1996 1.9074 -0.7164 -0.155
C -0.1034 2.2686 -0.2376 -0.162
C -1.0857 1.6588 -1.0958 -0.199
Ce -0.2357 -0.7847 0.0739 0.933
N -2.7107 -0.6416 0.3432 -0.248
C 0.2689 -2.9297 -0.6748 -0.220
C 1.5390 -2.4800 -0.9706 -0.051
H 2.1450 2.2543 -0.3052 0.093
H 1.8272 0.7188 -2.5268 0.083
H -0.3190 2.9450 0.5882 0.089
H -2.1594 1.7420 -0.9991 0.093
H -0.8394 0.4239 -2.9700 0.092
H 1.6600 -2.1054 -1.9962 0.094
H -0.1701 -3.1303 0.3558 0.082
H -2.8198 -1.5493 -0.2296 -0.116
H 2.2285 -2.6719 -0.1343 0.098
H -0.5965 -2.7727 -1.3743 0.091
C 2.4908 0.8618 3.7216 -0.090
C 1.0339 1.1183 4.1629 -0.600
C 0.9824 1.3418 5.6856 -0.081
C 0.5693 2.4025 3.4576 -0.085
P -0.0380 -0.3274 3.6366 0.982
N 0.3237 -0.7086 2.0839 -0.403
C 0.3227 -1.8470 4.6811 -0.601
C -0.4119 -1.7928 6.0339 -0.083
C -0.0984 -3.0998 3.8936 -0.090
C 1.8311 -1.9729 4.9521 -0.095
C -1.8720 0.0860 3.6419 -0.591
C -2.2403 1.0094 2.4794 -0.123
C -2.6730 -1.2128 3.4495 -0.097
C -2.2809 0.7830 4.9469 -0.088
H 3.0275 1.8224 3.7339 0.088
H 2.5238 0.4570 2.7028 0.068
H 3.0243 0.1819 4.3937 0.059
H 1.5769 2.2406 5.9105 0.094
H -0.0354 1.5272 6.0484 0.066
H 1.4191 0.5136 6.2537 0.060
H 0.5697 2.2809 2.3660 0.057
H -0.4166 2.7458 3.7958 0.072
H 1.2877 3.2016 3.7044 0.093
H -1.4993 -1.8803 5.9317 0.065
H -0.0722 -2.6506 6.6363 0.093
H -0.1739 -0.8845 6.6033 0.067
H 0.2859 -3.0471 2.8679 0.054
H 0.3407 -3.9805 4.3844 0.088
H -1.1812 -3.2440 3.8582 0.067
H 2.0089 -2.9526 5.4217 0.089
H 2.4028 -1.9430 4.0166 0.085
H 2.2098 -1.2144 5.6474 0.063
H -2.1494 0.4634 1.5045 -0.041
H -3.3045 1.2643 2.5509 0.101
H -1.6478 1.9224 2.4070 0.052
H -2.5946 -1.9041 4.2961 0.055
H -3.7321 -0.9381 3.3363 0.098
H -2.3852 -1.7023 2.5065 0.050
H -2.0190 0.2085 5.8407 0.059
H -1.8595 1.7917 5.0288 0.066
H -3.3757 0.8912 4.9359 0.093
```

Results
- Max |F|: 8.67 eV Å⁻¹
- LUMO level (spin up / spin down): -1.3 / -1.3 eV
- Frontier orbital gap (spin up / spin down): 5.11 / 5.09 eV

No. 2
Below is 7 unconnected molecules or ions with the total composition C19H37Cl3O18 in a non-equilibrium geometry, with properties calculated with ωB97M-V/def2-TZVPD.

```
77
Properties=species:S:1:pos:R:3:lowdin_charge:R:1
C -1.0608 0.8578 1.9489 -0.014
O -2.0805 1.0775 0.9705 0.017
C -1.8884 0.6289 -0.2600 -0.613
O -0.8372 0.4723 -0.8218 0.099
O -3.0870 0.3378 -0.7522 0.022
C -3.1018 -0.1527 -2.0900 -0.028
H -1.4511 1.2816 2.8691 0.102
H -0.1347 1.3620 1.6881 0.074
H -0.8883 -0.2045 2.1082 0.077
H -4.1479 -0.1705 -2.3783 0.102
H -2.6877 -1.1599 -2.1116 0.076
H -2.5487 0.4973 -2.7656 0.087
C 0.2632 3.7348 -0.0934 -0.022
O -0.8032 4.0667 0.7882 0.012
C -0.4619 4.6419 1.9278 -0.626
O 0.6053 5.1197 2.1914 0.135
O -1.5198 4.6054 2.7371 0.012
C -1.3224 5.1155 4.0375 -0.047
H -0.1250 3.3368 -1.0229 0.088
H 0.8721 2.9743 0.3966 0.065
H 0.9116 4.5862 -0.3005 0.103
H -1.5002 6.1899 4.0748 0.100
H -0.3197 4.9113 4.4136 0.076
H -2.0228 4.6106 4.7005 0.097
C -2.6339 -2.9987 -4.7542 -0.049
O -3.9911 -2.9877 -4.2791 -0.003
C -4.8295 -3.8596 -4.8304 -0.624
O -4.5502 -4.6797 -5.6601 0.130
O -6.0423 -3.6706 -4.3149 0.006
C -7.0713 -4.4435 -4.8980 -0.051
H -2.0909 -3.8071 -4.2718 0.063
H -2.2368 -2.0098 -4.5673 0.075
H -2.6298 -3.2051 -5.8269 0.098
H -6.9134 -5.5020 -4.6939 0.099
H -7.1305 -4.2866 -5.9756 0.099
H -8.0088 -4.1160 -4.4599 0.093
C 4.4144 -0.8570 -3.5749 -0.030
O 3.4224 -0.0847 -4.2398 0.020
C 2.2207 -0.0929 -3.6824 -0.612
O 1.8793 -0.7908 -2.7684 0.079
O 1.4629 0.7724 -4.3377 0.027
C 0.1538 0.9566 -3.8267 -0.042
H 4.4761 -1.8540 -4.0062 0.100
H 4.2233 -0.9190 -2.5063 0.089
H 5.3636 -0.3449 -3.7240 0.095
H -0.2226 0.0313 -3.3906 0.065
H -0.4936 1.2224 -4.6591 0.099
H 0.1190 1.7250 -3.0581 0.085
C 1.6271 2.5627 5.3947 -0.022
O 0.9382 1.5562 4.6587 0.000
C 1.1304 0.3000 5.0478 -0.616
O 1.6594 -0.0702 6.0580 0.133
O 0.5581 -0.4849 4.1371 -0.025
C 0.6425 -1.8966 4.2808 -0.025
H 2.4457 2.9380 4.7868 0.101
H 2.0020 2.1885 6.3446 0.093
H 0.9301 3.3710 5.6136 0.080
H 0.3733 -2.2323 5.2866 0.101
H 1.6269 -2.2657 4.0073 0.095
H -0.1288 -2.3144 3.6355 0.076
C 2.4357 0.8138 0.4056 -0.029
O 2.9053 -0.3467 1.0829 0.001
C 3.6083 -0.2215 2.1853 -0.639
O 3.8808 0.8084 2.7339 0.135
O 4.0370 -1.4328 2.5349 -0.004
C 4.9725 -1.4531 3.6126 -0.036
H 2.1702 1.5873 1.1236 0.076
H 1.6038 0.5399 -0.2368 0.069
H 3.2258 1.2100 -0.2418 0.108
H 5.8366 -0.8273 3.3844 0.099
H 5.3373 -2.4686 3.7382 0.094
H 4.5084 -1.1165 4.5360 0.094
C 0.4746 -2.6265 -0.8216 -1.536
Cl 1.9966 -3.4387 -0.5442 0.579
Cl -0.6782 -2.9820 0.5024 0.531
Cl -0.2762 -3.0629 -2.3510 0.593
H 0.6032 -1.5537 -0.8459 -0.035
```

Results
- Max |F|: 1.37 eV Å⁻¹
- LUMO level: 0.5 eV
- ΔE to the lowest compared entry with this formula, charge and spin: 0.0 kcal per mole
- Frontier orbital gap: 11.37 eV
- SMILES: COC(=O)OC.COC(=O)OC.COC(=O)OC.COC(=O)OC.COC(=O)OC.COC(=O)OC.ClC(Cl)Cl

No. 3
Below is 7 unconnected molecules or ions with the total composition C19H37Cl3O8 in a non-equilibrium geometry, with properties calculated with ωB97M-V/def2-TZVPD.

```
67
Properties=species:S:1:pos:R:3:lowdin_charge:R:1
C 16.0404 19.1382 -12.3832 -1.526
Cl 17.3752 20.2953 -12.5149 0.528
Cl 14.5101 19.8957 -12.7368 0.609
Cl 16.0935 18.4070 -10.7687 0.558
H 16.1564 18.3209 -13.0842 0.012
C 10.2793 20.9072 -7.3235 -0.025
O 11.3801 21.6824 -7.7765 0.012
C 11.9054 21.3598 -8.9410 -0.638
O 11.4867 20.5245 -9.7030 0.115
O 12.9582 22.1259 -9.1661 -0.005
C 13.6788 21.8856 -10.3731 -0.073
H 9.8421 21.3518 -6.4367 0.078
H 10.6077 19.8941 -7.1120 0.090
H 9.4452 20.8791 -8.0265 0.079
H 14.5525 22.5269 -10.3233 0.106
H 13.0356 22.0336 -11.2385 0.075
H 14.0123 20.8513 -10.3918 0.023
C 7.6907 23.2441 -9.5600 -0.017
C 7.8293 22.6819 -10.9478 -0.493
O 7.0650 23.0037 -11.8283 0.057
C 8.8523 21.5719 -11.1660 -0.005
H 7.6084 24.3289 -9.6041 0.085
H 8.5494 22.9940 -8.9342 0.062
H 6.8109 22.8148 -9.0798 0.096
H 8.9070 21.0563 -10.2056 0.056
H 9.8592 21.9580 -11.3296 0.076
H 8.5421 20.9108 -11.9679 0.089
C 15.2560 20.4709 -7.5346 -0.021
C 16.1892 19.5796 -6.7658 -0.500
O 16.6733 19.8862 -5.7020 0.081
C 16.4396 18.2518 -7.4181 -0.058
H 15.8538 21.0058 -8.2815 0.096
H 14.8420 21.2297 -6.8733 0.081
H 14.5112 19.9003 -8.0835 0.074
H 16.8722 17.5515 -6.7016 0.085
H 17.1087 18.3914 -8.2692 0.046
H 15.5593 17.7317 -7.7997 0.072
C 9.3037 15.9558 -5.3532 -0.023
C 9.1800 17.2479 -6.1165 -0.493
O 8.9594 18.2824 -5.5255 0.063
C 9.4242 17.2910 -7.5970 -0.026
H 10.3255 15.6027 -5.2053 0.088
H 8.7553 15.2092 -5.9393 0.080
H 8.8621 15.9255 -4.3590 0.082
H 9.0610 18.2280 -8.0130 0.072
H 9.1309 16.4524 -8.2269 0.081
H 10.5096 17.3433 -7.7535 0.094
C 10.0660 23.9438 -14.0095 -0.018
C 11.1718 24.4270 -13.0802 -0.508
O 12.2791 23.9567 -13.1440 0.064
C 10.8263 25.5727 -12.1827 -0.023
H 10.0648 22.8557 -14.0635 0.081
H 10.3533 24.3228 -14.9930 0.090
H 9.0736 24.2920 -13.7348 0.073
H 11.7560 25.9023 -11.7074 0.084
H 10.1430 25.3396 -11.3648 0.079
H 10.4495 26.4692 -12.6774 0.089
C 12.4294 22.6865 -4.6642 -0.010
C 11.2219 21.8723 -4.1762 -0.508
O 11.3438 20.7256 -3.8313 0.073
C 9.8942 22.5942 -4.0441 -0.030
H 12.1421 23.7015 -4.9435 0.075
H 12.8554 22.2453 -5.5643 0.061
H 13.1865 22.7327 -3.8833 0.086
H 9.1579 21.8129 -3.8604 0.085
H 9.6344 23.0770 -4.9880 0.073
H 9.9657 23.3278 -3.2433 0.089
```

Results
- Max |F|: 1.76 eV Å⁻¹
- LUMO level: 0.4 eV
- ΔE to the lowest compared entry with this formula, charge and spin: 12.0 kcal per mole
- Frontier orbital gap: 9.86 eV
- SMILES: COC(=O)OC.ClC(Cl)Cl.CC(C)=O.CC(C)=O.CC(C)=O.CC(C)=O.CC(C)=O

No. 4
Below is 7 unconnected molecules or ions with the total composition C19H37F5N6O15P2S in a non-equilibrium geometry, with properties calculated with ωB97M-V/def2-TZVPD.

```
85
Properties=species:S:1:pos:R:3:lowdin_charge:R:1
C -0.5362 -6.0298 -2.0121 -0.363
P 0.8027 -4.9323 -2.6593 0.667
C 1.9043 -4.7724 -1.1815 -0.350
P -0.2992 -2.9891 -3.0425 0.746
C 1.2637 -2.0057 -3.1373 -0.350
C 1.6028 -1.2508 -1.8581 -0.257
C 2.8930 -0.4263 -1.9822 -0.213
S 4.4003 -1.3537 -1.9382 0.579
O 5.4664 -0.4037 -2.0049 -0.278
O 4.3752 -2.2279 -0.8050 -0.270
O 4.4953 -2.2158 -3.2596 -0.134
C -1.4522 -1.4428 -3.5002 -0.590
F -1.9204 -1.6462 -4.7616 0.017
F -0.7933 -0.2424 -3.4650 0.034
C -2.6328 -1.3455 -2.5617 -0.179
C -3.9228 -1.6677 -2.9734 0.001
C -4.9801 -1.5542 -2.0720 -0.032
C -4.7675 -1.1274 -0.7658 0.011
C -3.4773 -0.8045 -0.3525 -0.102
C -3.2198 -0.3693 1.0550 -0.617
F -4.2247 0.3365 1.5597 0.137
F -2.0867 0.3351 1.1580 0.138
F -3.0677 -1.4393 1.8567 0.144
C -2.4270 -0.9062 -1.2522 0.023
H -0.3161 -7.0716 -2.1955 0.021
H -0.6547 -5.8485 -0.9447 0.029
H -1.4727 -5.7295 -2.4789 0.015
H 1.4037 -4.2543 -0.3631 0.034
H 2.2363 -5.7437 -0.8364 0.034
H 2.7888 -4.1993 -1.4356 -0.014
H -1.0980 -3.2012 -1.8782 0.023
H -0.7391 -3.5820 -4.2521 0.024
H 2.0544 -2.7345 -3.2894 0.024
H 1.2950 -1.3541 -4.0048 0.103
H 1.6524 -1.9133 -0.9973 0.100
H 0.8327 -0.5153 -1.6375 0.097
H 2.8309 0.1586 -2.8927 0.120
H 2.9630 0.2291 -1.1215 0.118
H 4.1244 -3.0996 -3.1184 0.088
H -4.1306 -1.9908 -3.9786 0.116
H -5.9694 -1.8050 -2.4166 0.111
H -5.6045 -1.0724 -0.0880 0.098
H -1.4201 -0.6587 -0.9522 0.114
C -2.5770 0.2892 4.2801 0.045
N -1.7348 1.1106 5.1904 -0.441
O -1.5864 2.2867 4.9180 0.054
O -1.2506 0.5532 6.1492 0.075
H -2.9422 0.9176 3.4826 0.070
H -1.9654 -0.5205 3.8997 0.100
H -3.3998 -0.0951 4.8764 0.112
C 8.4422 -0.9581 -1.4986 0.049
N 9.6403 -0.0768 -1.5713 -0.442
O 9.4658 1.0761 -1.9172 0.048
O 10.7113 -0.5605 -1.2804 0.072
H 7.5710 -0.3852 -1.7844 0.053
H 8.6077 -1.7876 -2.1797 0.105
H 8.3604 -1.3106 -0.4747 0.107
C 8.1145 3.8567 -1.6677 0.034
N 7.0328 4.8126 -2.0331 -0.456
O 7.3534 5.8890 -2.4900 0.065
O 5.8909 4.4441 -1.8480 0.052
H 9.0698 4.3179 -1.8855 0.096
H 8.0131 3.6418 -0.6088 0.102
H 7.9711 2.9575 -2.2558 0.079
C -7.8556 0.8573 2.5346 0.056
N -7.1809 -0.4500 2.3083 -0.444
O -7.5509 -1.1235 1.3684 0.059
O -6.2917 -0.7531 3.0741 0.053
H -8.6149 0.9864 1.7733 0.098
H -8.2911 0.8293 3.5287 0.101
H -7.0948 1.6292 2.4657 0.096
C -0.8019 4.6493 7.0898 0.035
N -1.1551 5.9768 7.6651 -0.457
O -1.6179 6.8128 6.9174 0.063
O -0.9560 6.1314 8.8511 0.060
H -1.0331 4.6570 6.0330 0.077
H 0.2587 4.4927 7.2590 0.102
H -1.3882 3.9001 7.6118 0.098
C -3.6889 3.5772 0.5463 0.051
N -4.8386 3.8394 -0.3613 -0.452
O -4.7170 4.7003 -1.2018 0.082
O -5.8304 3.1579 -0.1876 0.048
H -2.8769 4.2474 0.2915 0.098
H -4.0339 3.7502 1.5612 0.104
H -3.4017 2.5406 0.4073 0.075
```

Results
- Max |F|: 1.72 eV Å⁻¹
- LUMO level: -0.2 eV
- ΔE to the lowest compared entry with this formula, charge and spin: 8.3 kcal per mole
- Frontier orbital gap: 7.99 eV
- SMILES: CP(C)[PH2](CCCS(=O)(=O)O)C(F)(F)c1cccc(C(F)(F)F)c1.C[N+](=O)[O-].C[N+](=O)[O-].C[N+](=O)[O-].C[N+](=O)[O-].C[N+](=O)[O-].C[N+](=O)[O-]